C3H11NS | ωB97M-V/def2-TZVPD

Computed properties:
energy above the lowest of the compared OMol25 structures with the same formula, charge and spin = 312.83 kJ/mol

Geometry (Å):
C 0.04466 0.35444 -1.28247
S -0.24186 1.19841 -2.87661
H -0.29042 0.91612 -0.41130
H -0.41657 -0.65772 -1.31149
H 1.14382 0.32193 -0.94377
C -0.40532 -0.74817 3.31410
C -0.14404 -0.33608 1.85302
N 0.81385 -1.27857 1.16973
H -1.06098 0.01625 3.75778
H -0.93294 -1.68578 3.41781
H 0.50288 -0.64725 3.90976
H -1.07608 -0.33626 1.28067
H 0.35945 0.63865 1.79617
H 1.72707 -1.21913 1.58976
H 0.78106 -0.96307 0.19375
H 0.46366 -2.22932 1.25060



CBr2F2N2O2 | ωB97M-V/def2-TZVPD

Computed properties:
energy above the lowest of the compared OMol25 structures with the same formula, charge and spin = 78.14 kJ/mol
SMILES = O=[N+]([O-])C(Br)(Br)N(F)F

Geometry (Å):
O -0.56783 -1.67181 -0.80671
N -0.76619 -0.54779 -0.99786
O -1.31108 0.00294 -1.86897
C -0.22197 0.25887 0.21088
Br -1.63890 0.15069 1.36409
Br 0.25996 2.08756 -0.47843
N 0.94384 -0.42971 0.77082
F 1.91166 -0.12370 -0.10621
F 1.39051 0.27295 1.91238



C44H38Cl3I2N2O5P2SW | ωB97M-V/def2-TZVPD

Computed properties:
total charge = +3
energy above the lowest of the compared OMol25 structures with the same formula, charge and spin = 97.50 kJ/mol

Geometry (Å):
W 1.03429 1.48183 -0.42175
I -0.45531 3.35713 1.21815
C 0.69199 5.19663 1.48545
I 2.65469 4.55173 1.93305
H 0.27909 5.73583 2.34045
H 0.66829 5.77413 0.56705
C -1.57951 -1.46937 -1.24805
N -2.19021 -1.16907 0.02615
C -1.38951 -1.57117 1.14935
P -0.11381 -0.31157 1.74515
C 0.70009 -1.43927 2.93375
C 2.04359 -1.79217 2.83535
C 2.56169 -2.75817 3.68215
C 1.75419 -3.36077 4.63255
C 0.42499 -2.98517 4.75355
C -0.10601 -2.02797 3.90995
C -1.17831 0.72003 2.82325
C -2.45001 1.11823 2.38895
C -3.26141 1.85723 3.23825
C -2.81651 2.20213 4.50355
C -1.54641 1.83113 4.92145
C -0.71891 1.10693 4.08145
C -3.58351 -1.56917 0.12145
C -3.98051 -2.68887 0.84185
C -5.32421 -3.00817 0.94135
C -6.27931 -2.22847 0.31355
C -5.88021 -1.13767 -0.43915
C -4.53881 -0.81067 -0.54075
P -0.56971 -0.03887 -1.93155
C 0.10729 -0.75127 -3.47445
C 0.67769 0.10633 -4.42235
C 1.14999 -0.39077 -5.62415
C 1.05209 -1.74647 -5.90615
C 0.49299 -2.60117 -4.97095
C 0.03269 -2.11567 -3.75895
C -1.93921 1.04173 -2.45815
C -2.56691 1.72263 -1.41275
C -3.67801 2.50593 -1.65615
C -4.16851 2.60833 -2.95195
C -3.52471 1.96653 -3.99745
C -2.40651 1.18113 -3.75945
H -2.36301 -1.66127 -1.98855
H -0.92981 -2.35467 -1.17115
H -0.85671 -2.52317 0.97595
H -2.04531 -1.71617 2.01275
H 2.69039 -1.30797 2.11305
H 3.59649 -3.04697 3.59605
H 2.15939 -4.10947 5.29455
H -0.20351 -3.44047 5.50095
H -1.13711 -1.73037 4.03025
H -2.84581 0.76073 1.44955
H -4.25551 2.13453 2.92725
H -3.46441 2.74493 5.17185
H -1.20981 2.08903 5.91185
H 0.26289 0.80823 4.41175
H -3.25901 -3.33247 1.32105
H -5.61621 -3.88167 1.50115
H -7.32461 -2.47657 0.40165
H -6.61261 -0.54017 -0.95755
H -4.24061 0.03323 -1.13985
H 0.73269 1.16973 -4.21935
H 1.57109 0.28373 -6.35435
H 1.39069 -2.13287 -6.85505
H 0.38869 -3.65317 -5.18865
H -0.39911 -2.81507 -3.06345
H -2.17831 1.59143 -0.39545
H -4.16641 3.02013 -0.84365
H -5.05421 3.19193 -3.14335
H -3.89411 2.07333 -5.00415
H -1.91491 0.67893 -4.57945
Cl 8.11679 1.64483 2.15565
C 6.47529 1.57933 1.71375
C 5.50859 1.29793 2.68395
C 4.17189 1.26793 2.33225
Cl 2.89879 1.10693 3.47035
C 3.78059 1.46473 1.00345
O 2.45749 1.41353 0.62715
C 4.75549 1.80253 0.05785
Cl 4.13929 2.24153 -1.50565
C 6.09359 1.85553 0.39445
H 5.80489 1.13883 3.70825
H 6.82449 2.12693 -0.35085
C 3.85329 -3.05737 -1.76225
C 2.93869 -3.11397 -0.71895
C 2.18179 -1.99267 -0.43475
N 2.27069 -0.83927 -1.11825
C 3.11249 -0.81717 -2.16485
C 3.91269 -1.89147 -2.51265
H 4.48799 -3.89967 -1.99505
H 2.81819 -4.00577 -0.12405
H 1.46849 -2.01187 0.38195
H 3.12369 0.09453 -2.75045
H 4.57909 -1.81227 -3.35585
O 1.45099 4.19863 -3.16195
S 1.06839 3.42413 -2.07215
O 1.70239 3.68703 -0.74965
O 1.44939 1.90503 -2.16655
O -0.34671 3.24043 -1.71425



C22H22N4O5S | ωB97M-V/def2-TZVPD

Computed properties:
energy above the lowest of the compared OMol25 structures with the same formula, charge and spin = 142.34 kJ/mol
SMILES = CN(C(=O)COC(=O)c1nc(-c2ccccc2)n(-c2ccccc2)n1)[C@@H]1CCS(=O)(=O)C1

Geometry (Å):
C -2.99871 -0.60576 -1.78608
N -2.76840 -1.88430 -1.14634
C -2.15709 -2.93654 -1.74157
O -2.15169 -4.05089 -1.25863
C -1.36738 -2.62684 -3.01996
O -0.45355 -1.58463 -2.68759
C 0.80797 -1.92358 -2.36729
O 1.33496 -2.96123 -2.65203
C 1.40224 -0.83938 -1.55857
N 2.67041 -0.39857 -1.63730
C 2.76182 0.50191 -0.67672
C 3.93964 1.31537 -0.43210
C 5.19324 0.76402 -0.69073
C 6.33453 1.51750 -0.49360
C 6.23556 2.82623 -0.04918
C 4.98960 3.38497 0.18654
C 3.84233 2.63827 -0.00435
N 1.57079 0.57784 -0.02085
C 1.20961 1.26287 1.15400
C -0.06588 1.80206 1.25348
C -0.45464 2.42535 2.42555
C 0.42850 2.51938 3.48781
C 1.70072 1.97813 3.38316
C 2.09569 1.33790 2.22316
N 0.70529 -0.26474 -0.59192
C -3.17279 -2.05680 0.23881
C -4.68783 -1.88832 0.48510
C -5.05100 -0.43131 0.68078
S -3.55097 0.30527 1.42714
O -3.15252 1.45755 0.65643
O -3.73559 0.51383 2.83598
C -2.41915 -1.10133 1.15200
H -2.97372 0.19324 -1.04970
H -3.97283 -0.60508 -2.28522
H -2.22757 -0.39203 -2.51756
H -2.00153 -2.28455 -3.83970
H -0.82140 -3.52831 -3.31357
H 5.24908 -0.25347 -1.04436
H 7.30400 1.08466 -0.68944
H 7.12789 3.41430 0.10520
H 4.90992 4.41003 0.51650
H 2.87393 3.08639 0.16286
H -0.75153 1.73013 0.42436
H -1.45428 2.82296 2.49805
H 0.12538 3.00765 4.40120
H 2.38735 2.04137 4.21377
H 3.07700 0.89439 2.14617
H -2.90580 -3.09553 0.46939
H -5.23904 -2.33559 -0.34269
H -4.93542 -2.44378 1.39086
H -5.24466 0.10138 -0.24375
H -5.87035 -0.28584 1.37611
H -2.23717 -1.52915 2.13227
H -1.48972 -0.74777 0.71225



C20H44GaNO2P3 | ωB97M-V/def2-TZVPD

Computed properties:
total charge = +3

Geometry (Å):
Ga -0.85028 0.35450 0.64651
P -0.82706 -1.05556 -1.36411
P -1.96049 -1.52918 2.07995
P 0.81548 1.98167 -0.27842
H 0.73821 -0.66260 3.13619
C 0.78048 0.34659 2.71004
C -0.29212 1.21879 2.75409
H -1.19298 1.00123 3.34226
C 0.61767 -2.17811 -1.35670
C -2.25886 -2.15723 -1.61947
C -0.74244 -0.17504 -2.95978
C -2.13600 -1.27996 3.87824
C -3.69230 -1.97740 1.69741
C -1.09492 -3.15358 2.01970
C 1.39075 3.30977 0.82629
C 0.00657 2.98972 -1.56942
C 2.37171 1.33193 -1.01176
H 1.76283 0.65358 2.33298
H -0.15547 2.29147 2.56552
H 0.59515 -2.80745 -2.25377
H 0.58327 -2.81674 -0.46497
H 1.55244 -1.60284 -1.34412
H -2.15406 -2.64307 -2.59905
H -3.18452 -1.56746 -1.61951
H -2.32732 -2.93240 -0.84521
H -0.88851 -0.89743 -3.77399
H 0.22293 0.32867 -3.10150
H -1.54603 0.56974 -3.00635
H -2.54822 -2.20568 4.30437
H -2.83869 -0.46056 4.07411
H -1.17616 -1.05485 4.35374
H -3.90690 -2.95364 2.15160
H -3.87286 -2.02688 0.61920
H -4.35658 -1.22697 2.14348
H -1.52799 -3.80930 2.78897
H -0.02674 -3.00796 2.23181
H -1.20635 -3.62554 1.03368
H 2.09920 3.93433 0.26300
H 1.88413 2.91024 1.71928
H 0.53857 3.93118 1.13003
H 0.74691 3.68403 -1.98071
H -0.80513 3.56288 -1.10423
H -0.40525 2.36703 -2.37028
H 3.04888 2.16811 -1.24253
H 2.18025 0.76165 -1.93179
H 2.86684 0.67193 -0.28513
C 5.39156 -1.57506 -2.17283
C 6.44355 -2.51711 -2.10763
C 7.37061 -2.40860 -1.07136
C 7.28571 -1.35325 -0.14616
C 6.30482 -0.36445 -0.29787
C 5.39504 -0.44087 -1.35108
O 4.26264 -1.77688 -2.92197
H 4.37231 -2.59180 -3.44735
H 6.48559 -3.32600 -2.84330
H 8.16765 -3.15191 -0.97228
H 7.99431 -1.30059 0.68383
H 6.23804 0.47256 0.40006
H 4.63962 0.32780 -1.53160
C -4.31986 3.75384 0.32565
N -4.64998 2.33650 0.13108
C -6.02448 1.97463 -0.19101
C -3.72703 1.39124 0.15687
O -2.50244 1.64738 0.44647
H -5.24610 4.31544 0.20424
H -3.59226 4.09103 -0.42297
H -3.91499 3.92824 1.32595
H -6.07276 1.44179 -1.14588
H -6.45611 1.32086 0.56968
H -6.61852 2.88274 -0.25502
H -4.05496 0.36083 -0.08512



C4H3NO2S | ωB97M-V/def2-TZVPD

Computed properties:
energy above the lowest of the compared OMol25 structures with the same formula, charge and spin = 43.32 kJ/mol
SMILES = O=C(O)c1cscn1

Geometry (Å):
O -0.51275 -1.34908 1.95019
C -0.69004 -1.03434 0.82633
O -1.66382 -1.68664 0.09692
C 0.06214 -0.02872 0.06074
C -0.23551 0.41312 -1.15604
S 0.91600 1.57176 -1.67466
C 1.62383 1.47742 -0.16609
N 1.15864 0.56798 0.64782
H -1.94340 -2.28289 0.93234
H -1.20479 0.24494 -1.65850
H 2.48971 2.10646 0.14095



no.,HOMO energy (eV),gap between HOMO and LUMO (eV),E_tot (a.u.)
1,-5.38,4.6,-573.7124
2,-11.19,10.8,-5645.5814
3,-15.32,4.2,-5308.1219
4,-8.99,9.3,-1844.9741
5,-14.12,4.1,-3941.6053
6,-10.19,10.6,-757.6463